Record 1
{"formula": "C23H45N2OP2Ti", "method": "ωB97M-V with the def2-TZVPD basis set", "species": ["Ti", "P", "P", "O", "N", "N", "C", "C", "C", "C", "C", "C", "C", "C", "C", "C", "C", "C", "C", "C", "C", "C", "C", "C", "C", "C", "C", "C", "C", "H", "H", "H", "H", "H", "H", "H", "H", "H", "H", "H", "H", "H", "H", "H", "H", "H", "H", "H", "H", "H", "H", "H", "H", "H", "H", "H", "H", "H", "H", "H", "H", "H", "H", "H", "H", "H", "H", "H", "H", "H", "H", "H", "H", "H"], "positions_angstrom": [[-0.174, -0.296, -0.075], [0.785, -1.700, 1.698], [-0.825, 0.167, -2.399], [2.803, 0.050, -1.077], [-1.693, -1.528, -0.044], [-1.296, 1.220, 1.038], [-0.202, 2.903, -2.521], [-1.650, 3.301, 2.227], [-1.216, 4.551, 2.667], [-0.749, -2.714, 1.917], [1.685, -0.115, -0.718], [-0.783, 2.511, 1.475], [2.170, -2.922, 1.585], [0.079, 4.981, 2.336], [-2.819, -1.344, -0.924], [2.067, 0.277, 3.230], [-0.007, -0.394, -3.961], [3.556, -2.267, 1.599], [0.936, 4.180, 1.583], [-2.175, 2.176, -3.935], [0.501, 2.914, 1.142], [-0.933, -0.514, -5.177], [2.118, -4.060, 2.611], [-2.006, -2.287, 1.139], [1.231, 0.434, -4.324], [0.975, -0.793, 3.305], [-2.407, -0.792, -2.300], [-1.370, 1.923, -2.655], [1.143, -1.685, 4.541], [0.342, -1.409, -3.701], [-2.719, -1.730, 1.784], [2.312, -3.711, 3.630], [-2.055, 2.105, -1.803], [1.934, 0.529, -3.489], [1.166, -4.600, 2.603], [0.958, -1.069, 5.431], [0.417, 5.963, 2.675], [-2.652, 2.923, 2.459], [3.072, -0.133, 3.395], [1.163, 2.263, 0.552], [4.306, -3.031, 1.347], [2.910, -4.782, 2.374], [-2.150, 1.382, 0.485], [-0.469, -3.732, 1.593], [-2.557, -3.198, 0.827], [-1.890, 5.172, 3.257], [2.022, -3.362, 0.583], [-3.208, -0.152, -2.693], [-1.679, 0.731, 1.860], [-1.806, -1.144, -4.988], [0.399, 2.969, -3.438], [-0.976, -2.742, 2.991], [1.938, 4.532, 1.334], [3.826, -1.884, 2.591], [2.161, -2.084, 4.648], [-2.966, 1.435, -4.103], [1.759, -0.069, -5.147], [0.431, -2.519, 4.576], [3.647, -1.460, 0.864], [0.768, -2.401, -1.421], [-1.277, 0.461, -5.537], [-3.594, -0.709, -0.443], [0.971, 1.436, -4.690], [2.072, 0.834, 2.284], [0.005, -0.269, 3.416], [-2.272, -1.643, -2.991], [-2.668, 3.153, -3.836], [-0.369, -0.968, -6.002], [-3.307, -2.329, -1.066], [-1.549, 2.236, -4.834], [1.889, 1.007, 4.031], [0.085, -2.757, -1.368], [-0.612, 3.905, -2.338], [0.472, 2.674, -1.685]], "homo_lumo_gap_ev": [6.61, 8.30], "e_tot_ev": -71295.5154, "multiplicity": 3, "lumo_energy_ev": [-2.8, -2.6], "largest_force_ha_per_bohr": 0.0865, "total_charge": 1, "s_squared": 2.01}


Record 2
{"formula": "C50H55N5P2STaTe4", "method": "ωB97M-V with the def2-TZVPD basis set", "species": ["Ta", "Te", "Te", "Te", "Te", "S", "P", "P", "N", "N", "N", "N", "N", "C", "C", "C", "C", "C", "C", "C", "C", "C", "C", "C", "C", "C", "C", "C", "C", "C", "C", "C", "C", "C", "C", "C", "C", "C", "C", "C", "C", "C", "C", "C", "C", "C", "C", "C", "C", "C", "C", "C", "C", "C", "C", "C", "C", "C", "C", "C", "C", "C", "C", "H", "H", "H", "H", "H", "H", "H", "H", "H", "H", "H", "H", "H", "H", "H", "H", "H", "H", "H", "H", "H", "H", "H", "H", "H", "H", "H", "H", "H", "H", "H", "H", "H", "H", "H", "H", "H", "H", "H", "H", "H", "H", "H", "H", "H", "H", "H", "H", "H", "H", "H", "H", "H", "H", "H"], "positions_angstrom": [[-1.403, 0.318, -0.377], [-3.661, 0.942, -1.869], [-4.160, 3.355, 1.843], [-4.020, 0.944, 0.801], [-5.827, -0.894, 1.401], [7.361, -3.080, 0.960], [2.702, 0.591, -0.208], [2.181, -2.226, -0.085], [-0.692, 1.484, 1.271], [3.347, -0.964, 0.081], [-0.569, 1.997, -1.181], [-2.086, -1.691, 0.169], [-0.829, -0.838, -1.895], [1.511, -3.923, -2.153], [-0.429, 4.391, -0.901], [-0.294, 0.938, -3.478], [3.013, -2.664, -4.109], [3.967, 1.377, -1.281], [2.995, 1.496, 1.359], [4.314, -5.521, 1.224], [7.419, -2.098, 2.473], [2.881, 3.575, 2.587], [1.458, -4.375, -3.462], [-2.188, -1.659, 2.762], [-0.270, 5.967, 1.038], [-0.765, -1.530, 3.282], [-2.402, -2.341, -0.956], [-0.474, 3.718, 2.113], [6.087, 2.466, -1.680], [3.318, 0.839, 2.544], [3.762, 1.332, -2.661], [3.202, 2.909, 3.764], [4.137, -5.430, 2.595], [-2.343, -2.414, 1.446], [-1.583, -2.607, -3.340], [2.787, -3.470, 2.283], [0.051, -0.540, 2.468], [2.208, -3.743, -4.447], [2.972, -3.544, 0.900], [2.777, 2.873, 1.397], [-3.451, -3.300, -0.999], [3.738, -4.582, 0.379], [-0.171, 2.171, -2.581], [4.712, 1.830, -3.543], [-0.336, 5.648, -0.290], [-2.293, -3.714, -3.830], [-0.441, 0.910, 2.592], [-0.593, 2.795, 1.046], [7.097, -1.790, -0.287], [-0.322, 5.078, 2.113], [-1.625, -1.947, -2.134], [-3.306, -4.417, -3.241], [2.338, -2.855, -1.798], [5.649, -1.619, -0.728], [5.878, 2.394, -3.050], [3.372, -4.399, 3.127], [3.078, -2.225, -2.792], [5.138, 1.965, -0.802], [4.763, -1.171, 0.422], [0.174, -0.363, -2.842], [3.420, 1.539, 3.739], [-3.852, -4.172, -1.973], [-0.532, 3.119, -0.371], [-4.079, -3.301, -0.121], [-0.783, -1.203, 4.325], [3.227, -4.326, 4.197], [1.096, -0.207, -2.284], [0.905, -4.409, -1.393], [-0.279, -2.511, 3.271], [6.992, 2.917, -1.293], [2.855, 0.888, -3.053], [5.145, -0.233, 0.831], [0.407, -1.113, -3.594], [2.519, 3.405, 0.485], [-0.761, 2.961, -3.054], [0.306, 1.150, -4.367], [-2.659, -0.680, 2.697], [2.177, -2.673, 2.700], [-4.721, -4.768, -1.717], [4.823, -1.914, 1.221], [6.620, 2.788, -3.732], [-2.010, -4.022, -4.830], [-0.550, 3.276, 3.094], [-0.416, 4.447, -1.979], [2.169, -4.094, -5.470], [-1.347, 0.971, 3.206], [-3.754, -5.216, -3.818], [-1.653, -3.267, 1.447], [0.067, -0.867, 1.417], [4.916, -6.319, 0.808], [7.709, -2.067, -1.146], [2.715, 4.645, 2.597], [4.540, 1.782, -4.610], [-0.873, -2.216, -4.053], [0.830, -5.220, -3.715], [-2.791, -2.202, 3.492], [5.615, -0.882, -1.537], [7.639, -2.790, 3.284], [-3.351, -2.809, 1.448], [6.472, -1.604, 2.685], [5.280, -2.567, -1.126], [3.602, -2.167, -4.870], [-1.325, 0.816, -3.818], [0.335, 1.495, 3.091], [3.707, -1.379, -2.543], [0.877, 2.495, -2.577], [3.290, 3.457, 4.693], [4.591, -6.161, 3.250], [-0.296, 6.480, -0.982], [7.504, -0.854, 0.103], [3.902, -4.654, -0.688], [-0.178, 7.018, 1.285], [5.307, 2.043, 0.265], [-0.265, 5.530, 3.097], [3.678, 1.014, 4.650], [1.102, -0.580, 2.757], [3.499, -0.231, 2.531], [8.218, -1.359, 2.423]], "homo_lumo_gap_ev": 5.37, "e_tot_ev": -120326.5643, "lumo_energy_ev": -3.8, "largest_force_ha_per_bohr": 0.0351, "de_lowest_kj_mol": 0.0, "total_charge": 1}